1.
{"formula": "C4H7NO", "method": "the ωB97M-V functional and the def2-TZVPD basis", "lumo_energy_ev": [-1.42, -1.34], "orbital_gap_ha": [0.310, 0.311], "total_charge": 0, "total_energy_ha": -286.39390, "de_lowest_kj_mol": 624.2, "e_homo_ev": [-9.871, -9.795], "symbols": ["O", "N", "C", "C", "C", "C", "H", "H", "H", "H", "H", "H", "H"], "coordinates": [[-2.067065, -2.006216, 0.181069], [0.640579, -0.147312, -0.915571], [1.980858, 0.226303, -0.517811], [-1.456839, -1.200649, -0.479022], [-0.123725, -0.668678, -0.046763], [-1.711829, 1.284974, 0.867395], [-1.136308, 2.231739, 0.761159], [-1.789273, -0.840648, -1.469837], [2.110354, 0.325875, 0.570218], [0.163755, -0.848594, 1.002543], [2.258251, 1.162702, -1.010092], [-1.540706, 1.024097, 1.937944], [2.671950, -0.543594, -0.881227]], "forces_ev_per_a": [[0.24, 0.32, -0.28], [-0.28, -0.17, 0.32], [0.17, 0.07, 0.05], [-0.15, -0.25, 0.16], [0.19, 0.09, -0.11], [0.27, 0.32, 0.36], [-0.12, -0.20, -0.16], [-0.02, -0.05, 0.11], [-0.05, -0.04, -0.15], [-0.01, 0.02, -0.15], [-0.06, -0.12, 0.10], [-0.09, -0.11, -0.28], [-0.10, 0.13, 0.02]]}

2.
{"formula": "CH3OP", "method": "the ωB97M-V functional and the def2-TZVPD basis", "lumo_energy_ev": 0.50, "orbital_gap_ha": 0.365, "total_charge": 0, "total_energy_ha": -456.41315, "smiles": "C1OP1", "de_lowest_kj_mol": 166.1, "e_homo_ev": -9.442, "symbols": ["P", "O", "C", "H", "H", "H"], "coordinates": [[0.210734, -1.669777, 0.291581], [-0.600868, -0.854010, -1.070027], [-0.594621, 0.132079, -0.077261], [-1.684367, 0.343924, 0.196375], [1.500764, -1.348303, -0.268231], [0.330005, 0.815660, -0.073080]], "forces_ev_per_a": [[-1.48, 2.25, -1.54], [0.63, -0.38, 0.58], [1.08, -1.85, 0.26], [2.06, 0.29, 0.33], [-0.18, 0.08, 0.58], [-2.11, -0.39, -0.21]]}

3.
{"formula": "H23O11", "method": "the ωB97M-V functional and the def2-TZVPD basis", "lumo_energy_ev": -3.04, "orbital_gap_ha": 0.373, "total_charge": 1, "total_energy_ha": -841.16993, "de_lowest_kj_mol": 294.7, "e_homo_ev": -13.190, "symbols": ["O", "O", "O", "O", "O", "O", "O", "O", "O", "O", "O", "H", "H", "H", "H", "H", "H", "H", "H", "H", "H", "H", "H", "H", "H", "H", "H", "H", "H", "H", "H", "H", "H", "H"], "coordinates": [[-2.032006, -2.314731, 3.623080], [0.729833, 1.513778, -1.186668], [0.808584, -0.683216, -2.831674], [1.535154, 2.988670, 3.543594], [2.366900, 1.931532, 1.027717], [-1.871344, -1.148100, -3.281624], [-0.566132, -0.394401, -0.445453], [-0.878514, 0.445052, 2.025816], [-3.974591, -1.859287, 1.616106], [1.523636, -2.548773, -0.235765], [2.794963, 2.636531, -2.221586], [-1.978169, -1.684652, -4.070700], [2.789258, 2.038381, 0.182259], [1.855905, -3.362318, -0.615680], [-2.819728, -2.183885, 3.090590], [-4.740932, -1.281890, 1.693070], [-1.559535, 0.036004, 2.569054], [2.997989, 3.542851, -2.490137], [-1.161945, 1.339142, 1.878428], [-0.880647, -0.469099, 0.498495], [0.156377, 0.632252, -0.842392], [0.630672, 3.114928, 3.782488], [-3.864651, -2.001659, 0.672147], [-2.702591, -1.085833, -2.851632], [1.550384, 2.415248, 2.775949], [1.344881, -1.198994, -3.438295], [3.681944, 2.249375, -2.231703], [2.089140, -1.836709, -0.544536], [1.498091, 1.112658, -1.603196], [0.235126, 2.147475, -1.715689], [-0.123341, -1.256805, -0.485001], [2.531273, 1.247005, 1.672311], [-0.105718, -0.822647, -3.104310], [-1.860265, -3.257892, 3.544921]], "forces_ev_per_a": [[0.28, 0.07, 0.05], [-0.72, -0.58, 1.27], [0.78, 0.11, 0.05], [0.93, -0.01, 0.11], [-1.66, 1.06, 0.69], [1.36, -0.04, -0.64], [-0.45, -1.11, 0.91], [0.08, -0.73, 0.00], [-0.07, 0.25, -0.11], [-0.49, 0.43, 0.26], [0.93, 0.12, -0.05], [-0.31, -0.06, -0.05], [0.79, -0.72, 0.15], [0.13, -0.15, -0.13], [-0.30, -0.02, -0.22], [-0.09, -0.05, 0.07], [0.01, -0.20, 0.39], [-0.36, 0.06, 0.05], [-0.22, 0.72, -0.03], [0.23, 1.37, -0.30], [-0.62, -0.05, 0.36], [-0.87, 0.03, 0.24], [0.01, -0.11, -0.01], [-1.15, 0.04, 0.49], [-0.23, 0.30, -0.19], [0.05, -0.01, -0.08], [-0.11, -0.15, -0.09], [0.22, -0.18, -0.12], [0.18, 0.58, -1.05], [0.35, -0.09, -0.54], [0.55, -0.25, -0.88], [1.15, -0.61, -0.83], [-0.49, -0.04, 0.11], [0.12, 0.01, 0.13]]}